# C17H25BrN2O3S

One molecule with the formula C17H25BrN2O3S (wB97M-V/def2-TZVPD, OMol25).

As for the spin multiplicity: 1. Its structure (SMILES) is CC1CCN(CCNC(=O)CCS(=O)(=O)c2ccc(Br)cc2)CC1. The charge is 0. Its largest force on an atom is 0.015 hartree/bohr. The calculation puts the lowest unoccupied orbital energy at 0.1580 eV. The energy above the lowest of the compared OMol25 structures with the same formula, charge and spin is 10.0 kJ/mol. Its gap between HOMO and LUMO is 8.82 eV.

Last columns: bonded neighbours and bond lengths (Å).
Positions of all 49 atoms, in Å:
1 C 0.388 2.861 3.325  C2 1.525, H25 1.088, H26 1.088, H27 1.088
2 C 0.068 1.373 3.415  C1 1.525, C3 1.527, C24 1.527, H28 1.097
3 C 1.340 0.540 3.553  C2 1.527, C4 1.525, H29 1.092, H30 1.091
4 C 1.000 -0.947 3.594  C3 1.525, N5 1.450, H31 1.094, H32 1.107
5 N 0.319 -1.333 2.374  C4 1.450, C6 1.451, C23 1.453
6 C 0.167 -2.771 2.248  N5 1.451, C7 1.529, H33 1.104, H34 1.093
7 C -0.101 -3.161 0.794  C6 1.529, N8 1.445, H35 1.092, H36 1.096
8 N 0.825 -2.449 -0.056  C7 1.445, C9 1.339, H37 1.013
9 C 1.110 -2.857 -1.299  N8 1.339, O10 1.215, C11 1.532
10 O 0.785 -3.934 -1.757  C9 1.215
11 C 1.894 -1.836 -2.128  C9 1.532, C12 1.519, H38 1.090, H39 1.092
12 C 0.899 -1.052 -2.966  C11 1.519, S13 1.827, H40 1.087, H41 1.088
13 S -0.157 -0.057 -1.855  C12 1.827, O14 1.436, O15 1.441, C16 1.801
14 O -1.255 -0.839 -1.359  S13 1.436
15 O 0.695 0.588 -0.888  S13 1.441
16 C -0.825 1.202 -2.957  S13 1.801, C17 1.383, C22 1.382
17 C -1.954 0.907 -3.699  C16 1.383, C18 1.384, H42 1.078
18 C -2.455 1.847 -4.582  C17 1.384, C19 1.387, H43 1.079
19 C -1.806 3.068 -4.700  C18 1.387, Br20 1.898, C21 1.387
20 Br -2.483 4.360 -5.914  C19 1.898
21 C -0.678 3.370 -3.951  C19 1.387, C22 1.384, H44 1.079
22 C -0.185 2.421 -3.072  C16 1.382, C21 1.384, H45 1.079
23 C -0.937 -0.612 2.244  N5 1.453, C24 1.525, H46 1.091, H47 1.107
24 C -0.678 0.889 2.174  C2 1.527, C23 1.525, H48 1.092, H49 1.091
25 H 1.004 3.060 2.450  C1 1.088
26 H 0.928 3.192 4.210  C1 1.088
27 H -0.526 3.445 3.241  C1 1.088
28 H -0.562 1.201 4.297  C2 1.097
29 H 1.883 0.814 4.461  C3 1.092
30 H 1.984 0.729 2.693  C3 1.091
31 H 1.922 -1.531 3.676  C4 1.094
32 H 0.383 -1.159 4.488  C4 1.107
33 H -0.639 -3.169 2.889  C6 1.104
34 H 1.109 -3.229 2.563  C6 1.093
35 H 0.044 -4.233 0.644  C7 1.092
36 H -1.128 -2.913 0.502  C7 1.096
37 H 0.997 -1.497 0.246  N8 1.013
38 H 2.447 -1.151 -1.485  C11 1.090
39 H 2.586 -2.371 -2.781  C11 1.092
40 H 0.240 -1.710 -3.526  C12 1.087
41 H 1.387 -0.340 -3.628  C12 1.088
42 H -2.437 -0.048 -3.563  C17 1.078
43 H -3.335 1.640 -5.170  C18 1.079
44 H -0.198 4.330 -4.056  C21 1.079
45 H 0.682 2.618 -2.462  C22 1.079
46 H -1.428 -0.924 1.321  C23 1.091
47 H -1.610 -0.838 3.093  C23 1.107
48 H -1.630 1.413 2.073  C24 1.092
49 H -0.078 1.094 1.286  C24 1.091